[1]
7 unconnected molecules or ions with the total composition C21H29F6O18 at a distorted geometry, computed with the ωB97M-V functional and the def2-TZVPD basis.

The HOMO energy is -7.6 eV. The value obtained for the gap between HOMO and LUMO is 9.8 eV. The value obtained for the LUMO energy is 2.191 eV. The total charge is -1.

Element x y z (Å)
F (-65.34, -62.58, 24.07)
C (-61.95, -62.89, 22.21)
C (-60.63, -63.48, 22.86)
O (-60.06, -64.10, 21.79)
C (-60.81, -64.01, 20.69)
O (-60.47, -64.59, 19.58)
O (-61.87, -63.35, 20.89)
F (-61.11, -64.31, 23.82)
H (-61.77, -61.87, 22.25)
H (-62.91, -63.25, 22.71)
H (-60.06, -62.68, 23.16)
C (-65.30, -65.47, 25.93)
C (-64.07, -65.39, 25.09)
O (-63.99, -66.50, 24.24)
C (-64.91, -67.36, 24.67)
O (-65.07, -68.56, 24.18)
O (-65.63, -66.77, 25.64)
F (-63.00, -65.37, 25.93)
H (-65.93, -64.82, 25.34)
H (-65.13, -65.04, 26.91)
H (-64.00, -64.59, 24.53)
C (-65.24, -61.77, 20.72)
C (-64.98, -60.39, 21.43)
O (-65.65, -59.43, 20.74)
C (-66.25, -60.02, 19.66)
O (-66.86, -59.43, 18.73)
O (-65.92, -61.28, 19.50)
F (-63.64, -60.18, 21.09)
H (-65.92, -62.16, 21.19)
H (-64.41, -62.36, 20.41)
H (-65.16, -60.59, 22.60)
C (-68.69, -62.56, 23.99)
C (-68.24, -61.18, 24.01)
O (-68.30, -60.85, 25.44)
C (-69.08, -61.79, 25.99)
O (-69.42, -61.81, 27.21)
O (-69.47, -62.69, 25.12)
F (-69.04, -60.42, 23.26)
H (-67.88, -63.31, 24.03)
H (-69.31, -62.88, 23.08)
H (-67.27, -61.17, 23.58)
C (-65.32, -61.84, 27.18)
C (-63.83, -61.80, 26.99)
O (-63.31, -62.68, 28.02)
C (-64.28, -63.20, 28.56)
O (-64.26, -63.98, 29.46)
O (-65.48, -62.90, 28.00)
F (-63.31, -60.64, 27.08)
H (-66.02, -61.99, 26.10)
H (-65.92, -60.74, 27.51)
H (-63.54, -62.31, 26.15)
C (-68.32, -66.59, 23.58)
O (-68.09, -66.19, 22.20)
C (-66.75, -65.54, 22.09)
C (-66.46, -65.25, 20.63)
O (-66.83, -66.13, 19.79)
C (-66.44, -65.84, 18.47)
C (-66.96, -66.76, 17.39)
O (-66.77, -68.12, 17.66)
C (-67.29, -69.03, 16.65)
H (-67.71, -67.13, 24.18)
H (-69.24, -67.21, 23.73)
H (-68.77, -65.65, 24.10)
H (-66.15, -66.52, 22.30)
H (-66.58, -64.70, 22.86)
H (-65.36, -65.02, 20.63)
H (-67.12, -64.28, 20.33)
H (-65.28, -65.86, 18.45)
H (-66.68, -65.00, 18.10)
H (-66.66, -66.52, 16.48)
H (-68.07, -66.64, 17.02)
H (-67.06, -69.91, 17.20)
H (-66.96, -68.92, 15.52)
H (-68.34, -69.08, 16.81)



[2]
A single C24H30N4O5 molecule, computed with the ωB97M-V functional and the def2-TZVPD basis.

The HOMO energy is -8.4 eV. The value obtained for the gap between HOMO and LUMO is 8.2 eV. The value obtained for the LUMO energy is -0.201 eV. As for the SMILES: CCOC(=O)c1[nH]c(C)c(/C(O)=C2\C(=O)C(=O)N(CCCN(C)C)[C@@H]2c2cccnc2)c1C.

Element x y z (Å)
C (1.11, 4.00, -8.08)
C (1.39, 2.58, -7.60)
O (0.86, 2.44, -6.28)
C (1.05, 1.23, -5.70)
O (1.61, 0.31, -6.25)
C (0.49, 1.20, -4.36)
N (-0.15, 2.29, -3.82)
C (-0.53, 2.02, -2.55)
C (-1.29, 3.01, -1.75)
C (-0.14, 0.72, -2.26)
C (-0.34, -0.02, -1.03)
O (-0.78, -1.29, -1.14)
C (-0.11, 0.47, 0.22)
C (0.54, 1.70, 0.59)
O (0.99, 2.58, -0.11)
C (0.61, 1.69, 2.12)
O (1.08, 2.54, 2.84)
N (0.04, 0.53, 2.53)
C (0.02, 0.14, 3.92)
C (-1.40, 0.13, 4.52)
C (-2.16, -1.20, 4.36)
N (-2.05, -2.16, 5.44)
C (-2.63, -1.73, 6.69)
C (-0.73, -2.72, 5.62)
C (-0.36, -0.35, 1.46)
C (0.48, -1.61, 1.45)
C (1.87, -1.53, 1.44)
C (2.61, -2.70, 1.44)
C (1.93, -3.91, 1.46)
N (0.61, -4.00, 1.46)
C (-0.09, -2.88, 1.46)
C (0.50, 0.19, -3.42)
C (1.11, -1.16, -3.59)
H (1.57, 4.72, -7.41)
H (0.04, 4.18, -8.09)
H (1.51, 4.13, -9.08)
H (2.47, 2.38, -7.57)
H (0.92, 1.84, -8.25)
H (-0.27, 3.16, -4.30)
H (-0.59, 3.62, -1.18)
H (-1.93, 2.50, -1.04)
H (-1.89, 3.65, -2.39)
H (-0.87, -1.53, -2.07)
H (0.63, 0.88, 4.44)
H (0.49, -0.84, 4.02)
H (-1.32, 0.37, 5.58)
H (-1.96, 0.93, 4.05)
H (-1.84, -1.72, 3.46)
H (-3.23, -0.98, 4.26)
H (-2.04, -0.97, 7.22)
H (-3.63, -1.33, 6.51)
H (-2.73, -2.60, 7.35)
H (-0.01, -2.02, 6.06)
H (-0.36, -3.08, 4.66)
H (-0.81, -3.58, 6.29)
H (-1.42, -0.62, 1.55)
H (2.35, -0.56, 1.43)
H (3.69, -2.67, 1.43)
H (2.46, -4.85, 1.47)
H (-1.17, -3.01, 1.45)
H (1.92, -1.10, -4.31)
H (1.50, -1.53, -2.64)
H (0.38, -1.87, -3.98)



[3]
2 unconnected molecules or ions with the total composition C4H6O2, computed with the ωB97M-V functional and the def2-TZVPD basis.

The HOMO energy is -9.1 eV. The value obtained for the gap between HOMO and LUMO is 9.2 eV. The value obtained for the LUMO energy is 0.170 eV.

Element x y z (Å)
O (-1.72, 0.60, 0.58)
C (-0.70, -0.73, -0.67)
C (0.37, 0.11, -1.28)
C (0.71, -0.73, -0.08)
C (1.07, -0.01, 1.16)
O (1.75, -0.48, 2.05)
H (-2.20, 1.11, -0.09)
H (-2.25, -0.21, 0.67)
H (0.69, -0.18, -2.28)
H (0.38, 1.18, -1.10)
H (1.21, -1.70, -0.18)
H (0.69, 1.03, 1.21)



[4]
2 unconnected molecules or ions with the total composition C7H16FNO5S at a distorted geometry, computed with the ωB97M-V functional and the def2-TZVPD basis.

The HOMO energy is -9.9 eV. The value obtained for the gap between HOMO and LUMO is 9.1 eV. The value obtained for the LUMO energy is -0.730 eV. As for the SMILES: NCCOCS(=O)(=O)F.CCOC(C)=O.

Element x y z (Å)
N (5.27, -2.59, 0.80)
C (4.89, -1.57, -0.25)
C (3.77, -0.46, 0.28)
O (2.37, -0.84, -0.01)
C (1.93, -2.00, 0.79)
S (0.16, -2.38, 0.19)
O (-0.67, -1.06, 0.35)
O (0.13, -2.93, -1.26)
F (-0.44, -3.61, 1.25)
H (4.93, -3.54, 0.52)
H (4.95, -2.33, 1.76)
H (4.52, -2.02, -1.26)
H (5.87, -0.94, -0.48)
H (3.95, -0.11, 1.40)
H (3.98, 0.52, -0.38)
H (1.83, -1.74, 1.94)
H (2.59, -2.97, 0.61)
C (-3.13, 1.25, 0.95)
C (-2.71, 1.24, -0.50)
O (-3.86, 1.30, -1.37)
C (-4.50, 2.44, -1.73)
C (-4.18, 3.71, -1.01)
O (-5.38, 2.41, -2.59)
H (-3.66, 2.18, 1.22)
H (-2.26, 1.16, 1.61)
H (-3.82, 0.43, 1.16)
H (-2.00, 2.04, -0.75)
H (-2.21, 0.30, -0.72)
H (-4.91, 3.86, -0.21)
H (-4.24, 4.54, -1.72)
H (-3.17, 3.74, -0.59)



[5]
A molecular structure, C30H22BiN5O2S, computed with the ωB97M-V functional and the def2-TZVPD basis.

The HOMO energy is -7.3 eV. The value obtained for the gap between HOMO and LUMO is 7.4 eV. The value obtained for the LUMO energy is 0.025 eV.

Element x y z (Å)
Bi (0.27, -0.18, 0.30)
O (2.48, -0.23, 0.74)
C (3.37, -1.03, 0.22)
C (4.72, -0.60, 0.16)
C (5.70, -1.38, -0.39)
C (5.42, -2.66, -0.89)
C (4.12, -3.12, -0.80)
C (3.09, -2.34, -0.26)
C (1.80, -2.99, -0.12)
N (0.68, -2.45, 0.20)
N (-0.39, -3.32, 0.37)
C (-1.52, -2.67, 0.48)
O (-1.70, -1.39, 0.39)
C (-2.73, -3.51, 0.76)
C (-3.73, -2.99, 1.58)
C (-4.87, -3.75, 1.85)
C (-5.01, -5.02, 1.30)
C (-4.00, -5.53, 0.48)
C (-2.86, -4.78, 0.22)
H (4.93, 0.38, 0.57)
H (6.72, -1.01, -0.42)
H (6.19, -3.27, -1.33)
H (3.88, -4.12, -1.15)
H (1.76, -4.07, -0.28)
H (-3.61, -2.00, 2.00)
H (-5.64, -3.35, 2.50)
H (-5.89, -5.60, 1.50)
H (-4.11, -6.52, 0.05)
H (-2.07, -5.17, -0.40)
N (0.14, 4.82, 0.14)
C (1.52, 4.83, 0.05)
C (2.47, 5.83, 0.19)
C (3.80, 5.46, 0.04)
C (4.16, 4.13, -0.26)
C (3.21, 3.14, -0.40)
C (1.87, 3.50, -0.24)
N (0.72, 2.73, -0.33)
C (-0.27, 3.54, -0.09)
C (-1.67, 3.09, -0.09)
C (-2.80, 3.85, -0.07)
S (-4.18, 2.84, -0.12)
C (-3.16, 1.46, -0.17)
N (-1.89, 1.73, -0.14)
H (-0.44, 5.60, 0.38)
H (2.20, 6.86, 0.42)
H (4.57, 6.21, 0.14)
H (5.21, 3.89, -0.37)
H (3.48, 2.11, -0.61)
H (-2.89, 4.93, -0.06)
H (-3.56, 0.45, -0.20)
C (-0.08, -0.01, 5.32)
C (0.96, -0.70, 4.71)
C (1.04, -0.74, 3.32)
C (0.08, -0.12, 2.53)
C (-0.96, 0.57, 3.15)
C (-1.04, 0.62, 4.54)
H (-0.14, 0.04, 6.40)
H (1.71, -1.20, 5.31)
H (1.87, -1.27, 2.85)
H (-1.73, 1.04, 2.57)
H (-1.86, 1.15, 5.02)



[6]
9 unconnected molecules or ions with the total composition H18O9 at a distorted geometry, computed with the ωB97M-V functional and the def2-TZVPD basis.

The HOMO energy is -11.0 eV. The value obtained for the gap between HOMO and LUMO is 11.5 eV. The value obtained for the LUMO energy is 0.452 eV. As for the SMILES: O.O.O.O.O.O.O.O.O.

Element x y z (Å)
O (-1.54, -1.66, -3.13)
H (-2.36, -2.16, -3.39)
H (-1.70, -0.70, -3.14)
O (1.36, 1.40, -2.66)
H (2.28, 1.23, -2.46)
H (0.96, 0.88, -1.92)
O (-0.62, -0.26, 3.74)
H (-0.72, -0.84, 4.50)
H (0.31, -0.48, 3.40)
O (1.83, -0.91, 2.64)
H (2.51, -1.55, 2.84)
H (2.27, -0.23, 2.05)
O (0.13, 1.10, -0.07)
H (-0.62, 1.03, 0.54)
H (0.06, 0.19, -0.38)
O (0.49, -1.38, -0.92)
H (-0.05, -1.64, -1.70)
H (-0.01, -1.76, -0.15)
O (-1.53, 0.91, -2.57)
H (-1.28, 1.00, -1.66)
H (-1.25, 1.73, -2.97)
O (-2.27, 0.04, 1.43)
H (-2.15, -0.13, 2.39)
H (-3.23, -0.07, 1.23)
O (2.43, 1.15, 1.02)
H (1.56, 1.56, 0.83)
H (3.13, 1.55, 0.53)



[7]
A molecular structure, C28H33N4O4S6W at a distorted geometry, computed with the ωB97M-V functional and the def2-TZVPD basis.

The HOMO energy (spin up / spin down) is -9.4 / -9.3 eV. The value obtained for the gap between HOMO and LUMO (spin up / spin down) is 5.9 / 6.0 eV. The value obtained for the LUMO energy (spin up / spin down) is -3.414 / -3.359 eV. The total charge is +1.

Element x y z (Å)
W (0.07, -0.27, 0.01)
C (-0.96, -3.53, -0.82)
C (-1.25, -3.66, 0.68)
C (-1.88, -2.52, 1.46)
C (-2.94, -2.86, 2.30)
C (-3.44, -1.97, 3.22)
C (-2.83, -0.72, 3.31)
C (-1.82, -0.43, 2.43)
N (-1.35, -1.27, 1.48)
N (0.23, -2.73, -1.10)
C (0.40, -2.43, -2.52)
C (1.55, -1.45, -2.62)
C (2.31, -1.29, -3.77)
C (3.40, -0.45, -3.76)
C (3.73, 0.19, -2.56)
C (2.92, 0.01, -1.47)
N (1.82, -0.78, -1.48)
C (1.44, -3.40, -0.59)
C (1.83, -2.87, 0.76)
C (2.71, -3.59, 1.54)
C (2.98, -3.19, 2.85)
C (2.24, -2.11, 3.34)
C (1.39, -1.43, 2.52)
N (1.21, -1.72, 1.18)
H (-0.83, -4.55, -1.22)
H (-1.82, -3.08, -1.31)
H (-1.93, -4.51, 0.79)
H (-0.33, -3.93, 1.21)
H (-3.35, -3.86, 2.24)
H (-4.25, -2.24, 3.88)
H (-3.13, 0.00, 4.05)
H (-1.35, 0.56, 2.48)
H (0.63, -3.33, -3.11)
H (-0.52, -2.00, -2.92)
H (2.03, -1.83, -4.67)
H (3.99, -0.30, -4.65)
H (4.57, 0.85, -2.50)
H (3.11, 0.52, -0.53)
H (1.27, -4.49, -0.52)
H (2.26, -3.26, -1.30)
H (3.17, -4.47, 1.14)
H (3.69, -3.72, 3.46)
H (2.33, -1.82, 4.38)
H (0.78, -0.62, 2.92)
S (-2.14, -0.68, -1.32)
S (-2.24, 0.67, -2.86)
S (-0.26, 0.82, -3.40)
S (0.52, 1.71, -1.72)
C (3.75, 1.32, 2.39)
S (2.27, 2.14, 1.65)
C (1.59, 2.67, 3.25)
O (1.49, 0.88, 1.29)
H (4.35, 2.06, 2.89)
H (4.32, 0.86, 1.59)
H (3.44, 0.55, 3.10)
H (2.18, 3.51, 3.58)
H (1.65, 1.86, 3.97)
H (0.56, 2.98, 3.10)
C (-4.01, 4.76, -3.93)
C (-3.30, 4.36, -2.68)
C (-1.98, 4.75, -2.47)
C (-1.28, 4.34, -1.35)
C (-1.92, 3.54, -0.42)
C (-3.24, 3.17, -0.57)
C (-3.93, 3.59, -1.70)
S (-0.93, 2.79, 0.84)
O (-1.42, 3.00, 2.18)
O (0.47, 3.17, 0.66)
O (-1.08, 1.30, 0.52)
H (-3.48, 4.37, -4.79)
H (-4.03, 5.85, -4.01)
H (-5.03, 4.38, -3.94)
H (-1.48, 5.36, -3.21)
H (-0.25, 4.60, -1.19)
H (-3.71, 2.55, 0.17)
H (-4.95, 3.27, -1.84)



[8]
A single C11H21N3O3 molecule at a distorted geometry, computed with the ωB97M-V functional and the def2-TZVPD basis.

The HOMO energy is -9.0 eV. The value obtained for the gap between HOMO and LUMO is 9.7 eV. The value obtained for the LUMO energy is 0.681 eV. As for the SMILES: NCCCC[C@H](N)C(=O)N1CCC[C@H]1C(=O)O.

Element x y z (Å)
N (2.71, 2.03, 1.46)
C (1.69, 1.90, 0.46)
C (2.18, 0.85, -0.64)
C (2.66, -0.44, -0.10)
C (1.56, -1.28, 0.60)
C (0.53, -2.01, -0.19)
N (1.13, -2.73, -1.28)
C (-0.56, -1.13, -0.81)
O (-0.45, -0.78, -1.99)
N (-1.64, -0.92, -0.12)
C (-1.83, -1.10, 1.29)
C (-2.36, 0.23, 1.85)
C (-2.40, 1.09, 0.59)
C (-2.48, 0.12, -0.61)
C (-2.33, 0.70, -2.09)
O (-3.08, 0.32, -2.96)
O (-1.61, 1.81, -2.19)
H (2.62, 2.90, 1.95)
H (3.62, 2.09, 1.04)
H (1.32, 2.89, 0.10)
H (0.81, 1.45, 0.95)
H (1.38, 0.63, -1.38)
H (3.05, 1.33, -1.21)
H (3.32, -0.38, 0.76)
H (3.22, -1.06, -0.83)
H (2.17, -2.12, 1.09)
H (1.16, -0.67, 1.43)
H (0.10, -2.70, 0.51)
H (1.16, -3.78, -1.08)
H (0.66, -2.46, -2.16)
H (-0.92, -1.18, 1.87)
H (-2.60, -1.88, 1.52)
H (-3.24, 0.16, 2.52)
H (-1.60, 0.69, 2.50)
H (-1.56, 1.82, 0.54)
H (-3.30, 1.72, 0.45)
H (-3.48, -0.31, -0.77)
H (-1.61, 2.19, -3.06)



[9]
A single C2H2F2OS molecule at a distorted geometry, computed with the ωB97M-V functional and the def2-TZVPD basis.

The HOMO energy is -10.5 eV. The value obtained for the gap between HOMO and LUMO is 10.8 eV. The value obtained for the LUMO energy is 0.271 eV. As for the SMILES: O=C(S)C(F)F.

Element x y z (Å)
O (-0.72, 1.56, -0.22)
C (-0.37, 0.39, -0.02)
S (-1.50, -0.86, 0.37)
C (1.03, -0.06, -0.16)
F (1.62, 0.19, 0.99)
F (0.99, -1.45, -0.38)
H (-2.59, -0.02, 0.51)
H (1.55, 0.24, -1.10)



[10]
2 unconnected molecules or ions with the total composition CH3FN2O2 at a distorted geometry, computed with the ωB97M-V functional and the def2-TZVPD basis.

The HOMO energy (spin up / spin down) is -10.3 / -9.9 eV. The value obtained for the gap between HOMO and LUMO (spin up / spin down) is 9.3 / 9.5 eV. The value obtained for the LUMO energy (spin up / spin down) is -0.997 / -0.399 eV.

Element x y z (Å)
C (0.07, 0.22, 0.08)
N (1.06, 0.73, -0.79)
N (2.87, -0.26, 0.15)
O (2.60, -1.11, 0.90)
O (3.85, 0.18, -0.30)
F (1.43, 2.04, -0.48)
H (-0.87, 0.49, -0.28)
H (0.18, -0.79, 0.23)
H (0.19, 0.58, 1.01)



[11]
A single C4H5NO molecule at a distorted geometry, computed with the ωB97M-V functional and the def2-TZVPD basis.

The HOMO energy is -8.1 eV. The value obtained for the gap between HOMO and LUMO is 9.2 eV. The value obtained for the LUMO energy is 1.024 eV.

Element x y z (Å)
N (-1.02, 1.09, 0.63)
C (-0.90, -0.05, -0.20)
C (0.07, 1.09, -0.32)
C (0.96, -0.11, -0.18)
O (1.18, -0.57, 1.08)
C (0.03, -1.21, 0.49)
H (-0.71, 0.83, 1.57)
H (-1.54, -0.31, -1.04)
H (0.18, 1.89, -1.06)
H (1.43, -0.48, -1.08)
H (0.28, -2.17, 0.05)



[12]
2 unconnected molecules or ions with the total composition C4H12N2 at a distorted geometry, computed with the ωB97M-V functional and the def2-TZVPD basis.

The HOMO energy (spin up / spin down) is -12.7 / -12.7 eV. The value obtained for the gap between HOMO and LUMO (spin up / spin down) is 8.5 / 4.6 eV. The value obtained for the LUMO energy (spin up / spin down) is -4.225 / -8.104 eV. Its spin multiplicity is 2. The total charge is +1.

Element x y z (Å)
C (2.47, -0.08, 2.11)
C (1.46, 0.45, 1.14)
N (0.64, -0.64, 0.57)
H (3.25, -0.67, 1.62)
H (2.97, 0.71, 2.67)
H (2.01, -0.70, 2.88)
H (0.76, 1.13, 1.64)
H (1.96, 1.05, 0.37)
H (0.11, -0.26, -0.20)
H (1.23, -1.38, 0.20)
C (-2.01, -0.85, -2.45)
C (-2.41, -0.10, -1.37)
N (-2.12, 1.16, -1.09)
H (-1.49, -0.41, -3.30)
H (-2.31, -1.88, -2.51)
H (-2.95, -0.60, -0.58)
H (-1.32, 1.61, -1.54)
H (-2.26, 1.46, -0.13)



[13]
2 unconnected molecules or ions with the total composition C4H12N3O at a distorted geometry, computed with the ωB97M-V functional and the def2-TZVPD basis.

The HOMO energy is -12.2 eV. The value obtained for the gap between HOMO and LUMO is 9.0 eV. The value obtained for the LUMO energy is -3.279 eV. The total charge is +1.

Element x y z (Å)
C (-0.28, 1.03, -1.18)
C (-0.51, 1.97, -0.24)
N (0.43, 2.26, 0.78)
N (-1.37, 0.25, -1.75)
H (0.71, 0.65, -1.43)
H (-1.50, 2.41, -0.17)
H (0.40, 3.23, 1.07)
H (1.34, 2.06, 0.36)
H (-1.26, 0.27, -2.81)
H (-2.21, 0.76, -1.48)
O (1.94, -1.58, 0.32)
C (1.26, -0.94, 1.10)
C (-0.23, -1.13, 1.20)
N (-0.80, -1.76, -0.07)
H (1.69, -0.13, 1.68)
H (-0.44, -1.88, 2.01)
H (-0.73, -0.20, 1.39)
H (-1.61, -2.28, 0.26)
H (-1.10, -1.06, -0.84)
H (-0.14, -2.41, -0.45)